Formula: C33H33BrCl2IrN3OP
Source: the OMol25 dataset
Level of theory: wB97M-V/def2-TZVPD

```
75
Properties=species:S:1:pos:R:3
Ir 1.5298 0.6213 -0.7959
Br -1.1343 2.9002 5.7311
C -0.0785 2.1925 4.3727
C 1.2846 1.9780 4.5914
C 2.0780 1.4892 3.5796
C 1.5214 1.1851 2.3291
C 0.1543 1.4055 2.1257
C -0.6422 1.9021 3.1308
N 2.2886 0.7556 1.2265
C 3.5063 0.3647 1.3171
C 4.3024 0.1643 0.1430
C 5.6393 -0.1839 0.2019
C 6.3703 -0.2517 -0.9821
C 5.7315 0.0332 -2.1818
C 4.3820 0.3566 -2.1601
N 3.6845 0.4060 -1.0220
H 1.7249 2.2107 5.5516
H 3.1374 1.3743 3.7721
H -0.2715 1.1949 1.1491
H -1.6960 2.0898 2.9679
H 3.9934 0.2110 2.2738
H 6.1062 -0.3781 1.1600
H 7.4209 -0.5153 -0.9618
H 6.2665 0.0193 -3.1226
H 3.8555 0.5685 -3.0859
Cl 1.9267 -2.0415 -0.8814
C 1.9530 -2.0538 -2.6631
Cl 1.2847 -0.5023 -3.2201
H 1.3374 -2.8658 -3.0355
H 2.9808 -2.1442 -2.9959
N -0.4995 1.5717 -1.3210
C -1.8285 1.4699 -0.6940
C -2.4601 2.6786 -0.4298
C -3.7594 2.7151 0.0512
C -4.4401 1.5383 0.3011
C -3.8147 0.3235 0.0741
C -2.5085 0.2717 -0.4213
P -1.8279 -1.3897 -0.6921
C -1.7956 -2.2329 0.8714
C -1.9992 -1.5871 2.1034
C -1.9409 -2.3230 3.2702
C -1.6448 -3.6871 3.2339
C -1.4488 -4.3379 2.0154
C -1.5127 -3.6172 0.8402
C -3.0079 -2.2480 -1.7336
C -3.0004 -2.0188 -3.1219
C -3.9585 -2.6003 -3.9209
C -4.9077 -3.4565 -3.3551
C -4.9284 -3.6748 -1.9773
C -3.9672 -3.1125 -1.1633
H -0.2830 2.5616 -1.3938
H -0.5604 1.2238 -2.2768
H -1.9491 3.6104 -0.6564
H -4.2495 3.6697 0.1972
H -5.4594 1.5618 0.6651
H -4.3468 -0.5982 0.2767
H -2.2636 -0.5383 2.1371
H -2.1474 -1.8412 4.2179
H -1.5676 -4.2488 4.1566
H -1.2477 -5.4006 1.9885
H -1.3681 -4.1206 -0.1099
H -2.2435 -1.3884 -3.5768
H -3.9681 -2.4036 -4.9845
H -5.6255 -3.9582 -3.9911
H -5.7087 -4.2771 -1.5307
H -3.9867 -3.3038 -0.0997
C 2.6357 3.8066 0.0845
C 2.0472 3.8544 -1.3063
O 2.0054 2.5111 -1.9450
H 2.8737 4.8162 0.4205
H 3.5654 3.2304 0.0867
H 1.9283 3.3594 0.7872
H 2.6306 4.5082 -1.9541
H 1.0231 4.2216 -1.2942
H 2.8783 2.3742 -2.3447
```

As for the spin multiplicity: 2. The calculation puts the highest occupied orbital energy (spin up / spin down) at -0.67401 / -0.67402 Eh. For the electronic energy, the calculation gives -5455.3293 Ha. Its expectation value of S² is 0.768. The value obtained for the energy above the lowest of the compared OMol25 structures with the same formula, charge and spin is 417.2 kJ/mol. The LUMO energy (spin up / spin down) comes out at -14.229 / -14.224 eV. The calculation puts the HOMO-LUMO gap (spin up / spin down) at 4.11 / 4.12 eV. The total charge is +4.



Formula: C33H33F11O33
Source: the OMol25 dataset
Level of theory: wB97M-V/def2-TZVPD

```
110
Properties=species:S:1:pos:R:3
C 2.7118 -2.2595 0.5784
C 2.1410 -3.5857 0.2912
O 2.9066 -4.0136 -0.7676
C 3.2934 -2.9136 -1.4813
O 3.7219 -2.9575 -2.5904
O 3.0151 -1.8188 -0.7619
F 0.8880 -3.3253 -0.1360
H 3.5437 -2.3293 1.2792
H 2.0523 -1.5176 1.0287
H 2.1628 -4.2794 1.1316
C 1.1182 -1.6549 5.6233
C 0.3572 -0.9793 6.7814
O 1.0875 -1.2648 7.8949
C 2.0609 -2.1769 7.6779
O 2.8904 -2.6241 8.5030
O 2.0732 -2.4875 6.3680
F -0.9153 -1.5145 6.8451
H 1.6144 -0.8230 5.1233
H 0.4527 -2.2113 4.9633
H 0.3229 0.1082 6.8462
C -5.5858 -0.6689 -1.1218
C -4.2552 -1.3732 -1.1754
O -3.5949 -0.5703 -2.1305
C -4.5193 -0.1737 -2.9990
O -4.3081 0.2315 -4.1098
O -5.7558 -0.3780 -2.5202
F -4.5672 -2.6774 -1.5793
H -5.6783 0.2883 -0.6088
H -6.3737 -1.3463 -0.7926
H -3.9332 -1.3603 -0.1341
C -3.7327 -0.4015 4.4932
C -2.6619 -0.4105 3.3553
O -3.4976 -0.4848 2.2712
C -4.7434 -0.8902 2.5652
O -5.6109 -1.2057 1.7308
O -4.8790 -0.9996 3.9473
F -1.8936 -1.4661 3.3625
H -3.7598 0.6612 4.7338
H -3.3287 -0.9222 5.3614
H -2.0511 0.4882 3.4400
C -0.9591 0.1273 -0.5625
C 0.5274 0.5226 -0.7198
O 0.9025 0.7638 0.6460
C 0.1292 0.1179 1.4111
O 0.3764 -0.0731 2.6401
O -0.9694 -0.2506 0.7596
F 0.5510 1.6406 -1.4324
H -1.1740 -0.6959 -1.2438
H -1.6972 0.9195 -0.6878
H 1.0868 -0.2670 -1.2214
C 2.8390 0.2966 -5.5388
C 1.9397 -0.3856 -6.4677
O 0.7556 -0.3363 -5.8139
C 0.9783 -0.2484 -4.5659
O 0.1471 -0.1668 -3.7118
O 2.2861 -0.0537 -4.3735
F 2.1925 -1.6245 -6.5768
H 2.6904 1.3761 -5.5667
H 3.8731 -0.0202 -5.6749
H 1.9660 0.0276 -7.4760
C 0.0143 -5.2391 -2.3797
C -0.3447 -3.8898 -2.9456
O -1.2368 -3.2969 -1.9562
C -1.7030 -4.3304 -1.2854
O -2.6122 -4.2382 -0.4942
O -1.0704 -5.4892 -1.5336
F -0.9663 -4.2035 -4.1278
H 0.9724 -5.2759 -1.8612
H 0.0252 -6.0753 -3.0788
H 0.4911 -3.2364 -3.1955
C 3.6322 1.8127 4.4032
C 3.9372 1.4643 3.0097
O 4.1986 0.0701 3.1919
C 4.7538 -0.0589 4.3957
O 5.2561 -1.1427 4.8543
O 4.5750 1.0498 5.0429
F 5.0889 1.9310 2.4894
H 2.7106 1.4097 4.8231
H 3.8582 2.8790 4.4102
H 3.0969 1.7928 2.3980
C -2.1486 3.3260 -4.9283
C -1.4414 2.9534 -3.6227
O -2.0546 3.7364 -2.6496
C -2.5280 4.8542 -3.1765
O -2.7521 5.9026 -2.5819
O -2.5891 4.6193 -4.5527
F -0.1807 3.3910 -3.7178
H -2.9627 2.6557 -5.2042
H -1.4191 3.3136 -5.7380
H -1.3059 1.8917 -3.4166
C -3.7456 3.5329 2.1002
C -3.9004 4.6873 1.1255
O -2.6329 4.9933 0.5610
C -2.0118 3.8382 0.5889
O -0.8702 3.5318 0.1159
O -2.7566 2.9490 1.4192
F -4.5100 5.8219 1.6360
H -4.5729 2.8237 2.1251
H -3.6258 3.8952 3.1212
H -4.5136 4.2966 0.3135
C 4.8624 1.9104 -0.8624
C 3.7105 1.2446 -1.5806
O 4.3157 0.3014 -2.4450
C 5.6453 0.6935 -2.6810
O 6.3310 0.2107 -3.5464
O 5.8699 1.8400 -1.9617
F 3.2027 2.1475 -2.3516
H 5.0729 1.4941 0.1228
H 4.6392 2.9516 -0.6294
H 2.9853 0.8778 -0.8543
```

As for the spin multiplicity: 2. The calculation puts the highest occupied orbital energy (spin up / spin down) at -0.00727 / -0.33484 Eh. For the electronic energy, the calculation gives -4858.7066 Ha. Its expectation value of S² is 0.751. The LUMO energy (spin up / spin down) comes out at 1.715 / 1.709 eV. The calculation puts the HOMO-LUMO gap (spin up / spin down) at 1.91 / 10.82 eV. The total charge is -1.



Formula: C33H33F11O33
Source: the OMol25 dataset
Level of theory: wB97M-V/def2-TZVPD

```
110
Properties=species:S:1:pos:R:3
C -2.4545 0.7417 -5.8157
C -3.6518 1.4500 -5.2156
O -4.8270 0.6477 -5.6424
C -4.4866 0.0485 -6.8419
O -5.2639 -0.4569 -7.6099
O -3.0817 0.1825 -7.0054
F -3.7650 2.6928 -5.7348
H -2.0425 0.0353 -5.0951
H -1.6352 1.4507 -5.9350
H -3.5769 1.6159 -4.1409
C -0.3512 -1.8317 5.8153
C -0.6826 -0.5531 4.9309
O -2.0968 -0.6773 4.7909
C -2.5301 -1.9691 5.0605
O -3.6892 -2.3998 5.0475
O -1.4905 -2.6664 5.7846
F -0.0048 -0.8582 3.8237
H -0.0973 -1.5358 6.8332
H 0.4562 -2.3134 5.2637
H -0.2538 0.3674 5.3272
C 5.6324 0.0605 3.0585
C 6.4300 0.9027 2.0673
O 7.0350 0.0589 1.2568
C 6.1954 -0.8711 1.0534
O 6.3506 -1.8505 0.2789
O 5.2065 -0.8014 1.9891
F 7.3693 1.6385 2.7481
H 4.9000 0.4932 3.7399
H 6.1812 -0.5964 3.7333
H 5.8795 1.5540 1.3885
C 0.5457 0.2489 0.6599
C 1.0083 -1.2379 0.3487
O -0.1451 -1.7166 -0.2973
C -1.1133 -0.8300 -0.3849
O -2.2571 -1.1029 -0.7471
O -0.7355 0.3205 -0.0787
F 1.3731 -1.9673 1.3927
H 1.3789 0.9190 0.4479
H 0.3071 0.3594 1.7177
H 1.8312 -1.2446 -0.3659
C -0.8580 4.5050 4.7990
C -2.2683 4.1908 4.7557
O -2.5471 3.6023 6.0047
C -1.4152 3.3883 6.6461
O -1.2507 2.8066 7.7259
O -0.3589 3.9141 5.9233
F -2.4530 3.3110 3.8375
H -0.6915 5.5777 4.8972
H -0.2698 4.1967 3.9346
H -2.7774 5.1360 4.5672
C -4.5788 -0.4005 1.1362
C -5.2217 -1.5647 0.4170
O -5.3266 -1.0461 -0.8943
C -5.3530 0.2910 -0.8056
O -5.5797 1.1150 -1.6993
O -5.2499 0.6498 0.5515
F -6.3761 -2.0503 0.9686
H -3.4955 -0.2988 1.0709
H -4.9016 -0.4503 2.1761
H -4.5116 -2.3877 0.4971
C 0.5228 4.0450 -2.7529
C 1.4523 4.6992 -1.6176
O 2.1264 3.5650 -1.0826
C 2.0895 2.5459 -2.0155
O 2.6845 1.4482 -1.8135
O 1.3907 3.0268 -3.1108
F 0.7855 5.2323 -0.6036
H 0.4955 4.7665 -3.5695
H -0.4504 3.6680 -2.4385
H 2.1420 5.4173 -2.0611
C 2.4395 -5.2791 -1.0718
C 1.0539 -5.1592 -0.3905
O 1.4421 -5.2963 0.9423
C 2.5335 -5.9973 1.0425
O 2.8461 -6.6285 2.0393
O 3.1479 -6.1430 -0.2226
F 0.2770 -6.2476 -0.5683
H 2.9259 -4.3093 -1.1765
H 2.3158 -5.6436 -2.0916
H 0.6005 -4.1755 -0.5123
C 4.4929 4.5042 1.3350
C 3.4415 5.4661 1.9181
O 2.4372 4.4913 2.2343
C 3.0080 3.3890 2.6346
O 2.4753 2.3664 3.0904
O 4.2934 3.3766 2.2109
F 2.8492 6.1481 0.9530
H 5.4978 4.9206 1.4046
H 4.2249 4.2284 0.3151
H 3.5951 6.1583 2.7459
C -4.6696 -3.1295 -3.4252
C -4.4427 -4.1195 -2.3134
O -3.1394 -4.6246 -2.5031
C -2.5366 -3.9723 -3.5792
O -1.4154 -4.2085 -3.8757
O -3.5064 -3.3565 -4.2563
F -5.2757 -5.1239 -2.3912
H -4.7901 -2.1496 -2.9633
H -5.5645 -3.3703 -3.9990
H -4.4534 -3.6998 -1.3075
C 2.4508 -1.0521 -4.6959
C 2.3483 -1.9539 -3.4694
O 1.3961 -1.2416 -2.7526
C 0.4610 -0.9082 -3.6628
O -0.7601 -0.8958 -3.4665
O 1.0738 -0.7987 -4.8705
F 3.3794 -2.0618 -2.7213
H 2.8782 -1.5674 -5.5561
H 3.0258 -0.1695 -4.4159
H 2.0407 -2.9742 -3.6988
```

The calculation puts the highest occupied orbital energy at -0.40036 Eh. For the electronic energy, the calculation gives -4858.6781 Ha. The value obtained for the energy above the lowest of the compared OMol25 structures with the same formula, charge and spin is 795.9 kJ/mol. The SMILES is O=C1OC[C@@H](F)O1.O=C1OC[C@@H](F)O1.O=C1OC[C@@H](F)O1.O=C1OC[C@@H](F)O1.O=C1OC[C@@H](F)O1.O=C1OC[C@@H](F)O1.O=C1OC[C@@H](F)O1.O=C1OC[C@@H](F)O1.O=C1OC[C@@H](F)O1.O=C1OC[C@@H](F)O1.O=C1OC[C@@H](F)O1. The LUMO energy comes out at -0.402 eV. The calculation puts the HOMO-LUMO gap at 10.49 eV. The total charge is 0.



Formula: C33H33IN10O4S2Zr
Source: the OMol25 dataset
Level of theory: wB97M-V/def2-TZVPD

```
84
Properties=species:S:1:pos:R:3
Zr 0.2108 1.5152 1.0818
O 3.6450 1.5957 -0.2943
C 3.2340 0.4482 -0.0263
N 2.1256 0.2819 0.7493
C 2.0200 -0.8694 1.4896
O 2.8367 -1.8120 1.4661
C 0.9145 -1.1065 2.4420
C 0.7262 -2.3476 3.0243
C -0.5008 -2.6978 3.4959
C -1.3765 -1.6304 3.8394
C -1.1903 -0.4008 3.2725
N -0.0375 -0.1583 2.5744
C 3.9087 -0.6664 -0.8121
C 5.2627 -0.5864 -1.2305
C 5.7006 -1.5961 -2.0269
C 4.8258 -2.5221 -2.5706
C 3.5257 -2.5209 -2.1630
N 3.1111 -1.6290 -1.2680
H 1.5201 -3.0663 2.8639
H -0.8014 -3.7092 3.8211
H -2.3046 -1.7040 4.4295
H -1.9336 0.3927 3.3700
H 5.7604 0.3231 -0.9736
H 6.7253 -1.5623 -2.3512
H 5.1119 -3.2132 -3.3770
H 2.7325 -3.1988 -2.6439
N 0.0869 0.0164 -3.1586
C 0.2732 0.5915 -1.9356
S -0.7492 0.0162 -0.6156
N 1.1313 1.5746 -1.8757
N 1.1043 2.4525 -0.7773
C 1.7261 3.5783 -0.8143
C 1.8684 4.3048 0.4762
C 2.7873 5.6033 0.5346
C 2.0914 6.9310 0.6757
C 0.7486 6.9415 0.9144
C -0.0269 5.8341 1.1516
C 0.4511 4.5723 0.9535
O -0.3132 3.5385 1.1343
H -0.7845 -0.5553 -3.3945
H 0.5768 0.5975 -3.8708
H 2.4408 3.7297 -1.6372
H 3.4952 5.5061 -0.2921
H 2.6672 7.8599 0.6271
H 0.3651 7.9660 0.9571
H -1.0009 6.0111 1.6004
N -2.1094 1.5437 1.3595
C -3.2442 1.2428 1.1286
N -4.4373 1.0675 0.6768
C -4.8613 0.1409 -0.1755
N -5.4092 -0.5456 -0.9711
I 0.9505 2.7383 5.3673
C 2.0227 3.5564 3.8070
C 2.7347 4.8095 4.2292
C 3.2493 5.5524 3.2297
C 3.5367 5.0187 1.8096
C 2.7991 3.7252 1.6155
N 2.0327 3.0137 2.6435
H 2.8591 5.0043 5.3230
H 3.6603 6.5709 3.3596
H 4.5792 4.9441 1.6536
H 3.3950 2.9414 1.1479
C -7.2293 -5.5717 -2.4882
C -6.2047 -4.6359 -3.1590
C -5.4819 -3.6393 -2.2559
S -4.0351 -4.3183 -1.1594
O -3.8742 -5.7727 -1.5583
C -2.6784 -3.4547 -2.0173
C -1.3229 -4.2088 -2.0483
C -0.6014 -4.1793 -0.7375
H -7.7281 -6.2809 -3.1989
H -8.0327 -4.9282 -2.2000
H -6.7103 -6.2293 -1.7105
H -6.8147 -4.1412 -3.9320
H -5.4572 -5.1532 -3.7440
H -6.1275 -3.3361 -1.4229
H -5.0630 -2.7077 -2.6716
H -2.4877 -2.5684 -1.4243
H -3.0424 -3.1892 -3.0161
H -0.6269 -3.8067 -2.7955
H -1.6234 -5.2675 -2.3152
H -0.3615 -3.1631 -0.4329
H 0.2844 -4.8199 -0.7913
H -1.2311 -4.5817 0.0393
```

The calculation puts the highest occupied orbital energy at -0.27962 Eh. For the electronic energy, the calculation gives -3266.8969 Ha. The value obtained for the energy above the lowest of the compared OMol25 structures with the same formula, charge and spin is 336.5 kJ/mol. The LUMO energy comes out at -1.413 eV. The calculation puts the HOMO-LUMO gap at 6.20 eV. The total charge is 0.



Formula: C33H33InN4O2S
Source: the OMol25 dataset
Level of theory: wB97M-V/def2-TZVPD

```
74
Properties=species:S:1:pos:R:3
In -0.5608 0.5624 -0.0089
C -0.2424 -4.3726 0.5000
C -1.1981 -3.3170 0.0785
C -1.9381 -2.6109 1.0442
C -1.8000 -3.0011 2.4859
C -2.8117 -1.6033 0.6332
C -3.6828 -0.8863 1.6187
C -2.9832 -1.3343 -0.7731
C -4.2379 -0.6617 -1.2209
C -2.1509 -1.9641 -1.7162
C -2.1922 -1.5983 -3.1708
C -1.3558 -3.0334 -1.3045
C -0.7529 -3.9276 -2.3323
H -0.7500 -5.3404 0.5243
H 0.1480 -4.1759 1.4935
H 0.5922 -4.4449 -0.1907
H -2.5252 -2.5101 3.1232
H -0.8004 -2.7490 2.8420
H -1.9428 -4.0746 2.5934
H -3.1431 -0.6702 2.5398
H -4.5391 -1.5158 1.8746
H -4.0648 0.0507 1.2204
H -5.0743 -1.2979 -0.9196
H -4.2820 -0.5486 -2.2981
H -4.4195 0.3068 -0.7581
H -2.8669 -2.2538 -3.7213
H -1.2005 -1.7014 -3.6041
H -2.5139 -0.5702 -3.3178
H 0.1936 -3.5128 -2.6826
H -1.4150 -4.0127 -3.1910
H -0.5753 -4.9254 -1.9436
O 1.0482 -1.3949 -0.3743
S 1.7830 -0.9880 0.8146
O 1.1691 -1.3632 2.0567
N 1.7736 0.6546 0.7124
C 2.1571 1.4961 1.6588
C 3.0645 1.2131 2.6970
C 3.4599 2.2044 3.5824
C 2.9763 3.4967 3.4826
C 2.0396 3.8343 2.4839
C 1.5355 5.1391 2.2980
C 0.6621 5.3844 1.2665
C 0.1993 4.3025 0.5112
N 0.6612 3.0803 0.6581
C 1.6044 2.8380 1.5716
C 3.4697 -1.5273 0.6540
C 4.0961 -1.3283 -0.5625
C 5.4034 -1.7605 -0.7141
C 6.0536 -2.3759 0.3457
C 5.4164 -2.5462 1.5659
C 4.1064 -2.1212 1.7280
H 3.5066 0.2277 2.7421
H 4.1894 1.9742 4.3442
H 3.3491 4.2698 4.1371
H 1.8260 5.9215 2.9828
H 0.3035 6.3787 1.0599
H -0.5768 4.4331 -0.2299
H 3.5556 -0.8552 -1.3664
H 5.9125 -1.6186 -1.6539
H 7.0618 -2.7368 0.2155
H 5.9344 -3.0098 2.3904
H 3.5748 -2.2543 2.6587
N -5.5918 3.3939 -1.9673
C -4.4831 3.4343 -2.2442
C -3.0937 3.3912 -2.5258
C -2.4435 4.2783 -3.3851
C -1.0872 4.1010 -3.6009
C -0.4303 3.0567 -2.9601
N -1.0462 2.2381 -2.1162
C -2.3362 2.4079 -1.8965
H -2.9947 5.0763 -3.8576
H -0.5478 4.7616 -4.2598
H 0.6179 2.8554 -3.1334
H -2.7941 1.7311 -1.1883
```

The calculation puts the highest occupied orbital energy (spin up / spin down) at -0.50383 / -0.50319 Eh. For the electronic energy, the calculation gives -2234.5564 Ha. The LUMO energy (spin up / spin down) comes out at -8.395 / -8.222 eV. The calculation puts the HOMO-LUMO gap (spin up / spin down) at 5.31 / 5.47 eV. The total charge is +2.



- Look up the electronic energy of the second one.
  -4858.7066 Ha